C39H62F2N4O4SSi | wB97M-V/def2-TZVPD

* spin multiplicity: 3
* ⟨S²⟩: 2.0084
* maximum force: 4.4 eV Å⁻¹
* lowest unoccupied orbital energy (spin up / spin down): 0.230 / -0.154 eV
* HOMO level (spin up / spin down): -8.63 / -9.03 eV
* energy: -2930.3883 hartree

```
113
Properties=species:S:1:pos:R:3:forces:R:3:lowdin_charge:R:1
C 2.471253 -1.953630 2.938044 -0.6 0.6 0.5 0.086
C 3.428097 -1.305136 2.604859 0.9 0.7 -0.5 -0.137
C 4.610318 -0.391642 2.338110 -1.0 -0.9 1.2 -0.170
C 4.468176 0.855369 3.322016 0.5 -1.0 -1.4 -0.181
C 3.913656 2.028958 2.467525 -0.1 -0.4 0.5 -0.125
C 3.841625 3.432341 3.229809 1.0 -2.0 -0.3 -0.268
C 4.133411 3.108955 4.689291 -0.7 1.0 -0.3 -0.176
N 4.346017 2.947577 5.811564 -0.1 0.0 -0.8 0.216
C 5.021384 4.363734 2.768396 0.7 -0.2 1.0 -0.239
C 6.347097 3.623695 2.708599 -1.5 -0.7 -0.9 -0.174
N 7.115352 2.802482 2.444070 -0.1 0.8 0.5 0.206
S 4.809005 5.268476 1.185205 1.4 3.6 -2.1 0.660
C 4.377989 4.219876 -0.226119 -0.4 -0.4 -0.5 -0.114
O 6.110685 5.840732 0.889225 0.3 -1.6 0.5 -0.321
O 3.857661 6.352517 1.247812 -1.1 -1.5 0.9 -0.295
C 2.421813 4.023260 3.039831 -1.2 -0.3 2.2 -0.462
F 2.455615 5.307362 3.540198 0.1 -0.2 -0.9 0.082
F 2.020845 3.998521 1.724118 0.9 0.6 0.4 0.079
C 1.310918 3.277863 3.825332 -0.1 0.3 0.0 -0.117
C -0.060704 4.060067 3.780561 0.1 -1.0 0.5 -0.206
Si -1.256614 3.423044 2.446713 -0.6 1.1 -1.1 0.602
C -3.078532 3.639470 2.993086 0.2 0.1 -0.2 -0.176
C -1.052998 4.604905 0.945408 0.4 -0.1 0.8 -0.179
C -0.902925 1.667330 1.848726 0.2 -0.5 -0.1 -0.272
C -1.220504 0.542458 2.644414 0.5 -0.8 -0.7 -0.090
C -0.905867 -0.788582 2.209427 -0.3 1.7 0.5 -0.096
C -0.268675 -0.978751 0.976060 -0.2 0.1 0.2 -0.100
C 0.019603 0.124881 0.145415 -0.4 0.3 0.9 -0.073
C -0.298102 1.443183 0.584802 0.3 -1.3 -0.2 -0.099
H 1.515931 -2.220714 3.373632 0.7 -0.3 -0.5 0.034
H 5.508129 -0.976106 2.621348 -0.3 0.5 -0.4 0.115
H 4.653164 -0.087992 1.279339 0.1 -0.2 0.4 0.105
H 5.494567 1.026799 3.700128 -0.8 0.3 0.1 0.104
H 3.779381 0.512215 4.113419 0.5 0.6 -0.2 0.116
H 4.555219 2.086669 1.566441 -0.4 0.3 0.5 0.100
H 2.895217 1.725457 2.145123 0.6 0.3 0.1 0.125
H 5.154961 5.139745 3.552654 -0.3 0.1 -0.9 0.155
H 3.776540 3.328989 0.013989 0.4 0.4 0.0 0.052
H 3.746266 4.858551 -0.877963 0.3 -0.1 0.7 0.085
H 5.279695 3.990657 -0.825604 -0.3 0.0 0.8 0.082
H 1.237772 2.268578 3.375981 -0.2 0.4 0.3 0.105
H 1.554029 3.143887 4.893279 0.4 0.2 -0.6 0.119
H 0.071438 5.154029 3.715185 0.1 -0.5 -0.1 0.084
H -0.545799 3.868992 4.765429 0.3 0.2 -0.6 0.081
H -3.700999 2.922261 2.419881 0.2 0.2 0.6 0.031
H -3.216340 3.546107 4.086317 -0.1 -0.2 -0.6 0.026
H -3.428725 4.649786 2.687929 0.3 -0.5 0.3 0.032
H -1.970090 4.653039 0.333250 0.6 -0.1 0.1 0.031
H -0.148014 4.333049 0.371146 -0.6 0.2 0.0 0.009
H -0.839911 5.602667 1.387622 -0.3 -0.4 -0.4 0.037
H -1.712861 0.703901 3.616529 0.2 -0.2 -0.5 0.105
H -1.171862 -1.608770 2.893576 0.2 0.2 -0.6 0.102
H -0.003101 -2.005418 0.684790 -0.1 0.6 -0.1 0.095
H 0.507971 -0.049360 -0.823934 -0.3 0.2 0.5 0.095
H -0.035080 2.246136 -0.118043 -0.3 -0.2 0.6 0.089
C -6.001436 0.916709 -2.068112 -0.3 -0.2 0.0 -0.039
C -4.612597 0.461476 -1.566041 -1.1 1.3 -1.4 -0.485
C -4.058608 -0.608668 -2.512925 0.2 -0.5 0.1 -0.134
C -4.780980 -1.946672 -2.383425 -0.1 0.1 0.0 -0.175
C -4.785730 -2.421686 -0.933742 0.4 0.1 -0.4 -0.130
C -5.285526 -1.370595 0.069032 -1.9 -0.9 0.6 -0.485
N -4.694924 -0.018988 -0.155874 2.6 -1.4 -0.4 -0.058
O -3.479978 -0.027643 0.333328 -0.6 0.6 0.4 -0.018
C -6.825061 -1.275525 0.014024 -0.2 0.0 -0.3 -0.039
C -5.001983 -1.896952 1.484074 0.6 0.4 0.2 -0.043
C -3.752382 1.727912 -1.682962 0.5 -0.1 0.5 -0.040
H -5.902387 1.562261 -2.942467 0.2 0.0 0.1 0.084
H -6.640249 0.097126 -2.390894 0.0 0.0 0.1 0.058
H -6.530427 1.488446 -1.303162 0.0 -0.1 0.0 0.093
H -2.992412 -0.766439 -2.313811 0.0 0.1 0.2 0.123
H -4.125511 -0.261080 -3.547566 -0.1 0.2 0.1 0.125
H -5.804424 -1.872733 -2.763064 0.0 0.0 0.0 0.103
H -4.280584 -2.690608 -3.008727 0.0 0.0 0.0 0.104
H -5.395316 -3.326072 -0.854831 -0.1 0.1 0.2 0.125
H -3.764170 -2.720245 -0.673211 0.0 0.2 0.1 0.124
H -7.185759 -0.445513 0.625034 0.1 0.0 0.0 0.092
H -7.281687 -2.186861 0.404963 0.2 0.0 0.0 0.084
H -7.223082 -1.159940 -0.991605 0.0 0.1 0.0 0.059
H -3.951032 -2.149587 1.629575 0.0 0.2 0.0 0.072
H -5.569796 -2.809512 1.671605 -0.1 0.1 -0.2 0.085
H -5.287868 -1.165461 2.243295 0.0 0.0 -0.1 0.092
H -4.138912 2.524467 -1.042521 0.0 -0.1 0.0 0.090
H -3.756519 2.095374 -2.710523 -0.2 -0.2 0.0 0.086
H -2.707706 1.554249 -1.421199 -0.1 -0.1 0.2 0.068
C 3.187076 -2.657322 -3.574930 0.0 -0.1 -0.4 -0.039
C 2.375921 -3.372329 -2.471085 1.7 1.0 -0.5 -0.485
C 2.845134 -4.827369 -2.359973 -0.3 -0.4 -0.1 -0.134
C 2.400941 -5.687053 -3.539625 0.0 0.1 -0.1 -0.178
C 0.892294 -5.596714 -3.741873 0.4 -0.2 0.4 -0.135
C 0.354450 -4.160653 -3.812002 -0.6 0.2 -2.1 -0.490
N 0.906810 -3.274647 -2.745349 -0.6 -2.3 2.2 -0.056
O 0.256470 -3.552738 -1.631051 0.3 1.0 -0.6 -0.027
C 0.656070 -3.549034 -5.196415 0.3 0.0 -0.2 -0.038
C -1.180330 -4.229024 -3.769300 -0.1 0.1 0.7 -0.048
C 2.771687 -2.619558 -1.194656 -0.7 -0.1 0.5 -0.048
H 4.197585 -2.436246 -3.227658 -0.1 -0.1 0.2 0.085
H 3.320008 -3.252884 -4.475755 -0.1 0.0 0.0 0.059
H 2.725864 -1.707264 -3.852138 -0.1 -0.1 0.0 0.093
H 2.459075 -5.273459 -1.437010 -0.1 0.2 0.0 0.127
H 3.934810 -4.861422 -2.280120 0.0 0.2 0.0 0.126
H 2.925049 -5.390277 -4.452766 0.0 0.0 0.0 0.103
H 2.681280 -6.726914 -3.355531 0.0 0.0 0.0 0.114
H 0.620332 -6.137772 -4.652105 -0.1 0.2 0.0 0.126
H 0.407766 -6.128974 -2.916144 -0.1 0.2 0.0 0.124
H 0.395750 -2.488783 -5.218551 0.0 0.0 0.1 0.092
H 0.067492 -4.042496 -5.972041 -0.1 -0.1 0.2 0.085
H 1.692841 -3.654605 -5.507690 0.0 0.1 0.1 0.060
H -1.547681 -4.771937 -2.898155 0.1 0.2 0.1 0.079
H -1.562283 -4.754075 -4.645982 0.3 0.0 -0.1 0.087
H -1.621138 -3.229257 -3.762076 0.1 0.0 0.0 0.082
H 2.483637 -1.566833 -1.248964 0.0 0.0 0.0 0.079
H 3.851722 -2.661051 -1.045706 0.0 -0.1 -0.3 0.086
H 2.325321 -3.048975 -0.297516 -0.1 0.1 -0.1 0.072
```
Positions in Å, forces in eV/Å.